# 1
{"formula": "C26H28Cl6InN2O2", "method": "the ωB97M-V functional and the def2-TZVPD basis", "total_charge": -1, "largest_force_ev_per_a": 3.461, "gap_ev": [4.28, 4.55], "symbols": ["In", "Cl", "N", "N", "C", "C", "C", "C", "C", "C", "H", "H", "H", "H", "H", "H", "C", "C", "C", "C", "H", "H", "H", "H", "H", "H", "O", "H", "H", "O", "H", "H", "C", "C", "C", "H", "H", "C", "C", "H", "C", "C", "C", "C", "H", "C", "H", "H", "H", "H", "H", "H", "H", "H", "Cl", "C", "C", "C", "Cl", "C", "Cl", "C", "Cl", "C", "Cl"], "coordinates": [[0.00778, -0.02075, -0.19849], [1.79162, -0.20646, -1.76172], [0.16151, 2.17452, -0.12370], [-0.03316, -2.17982, 0.20965], [-0.82194, 2.95418, -0.52043], [-0.77224, -2.98396, -0.52147], [1.25138, 3.00623, 0.43484], [0.56108, 4.36187, 0.56457], [2.40822, 3.09713, -0.54579], [1.70785, 2.42168, 1.75737], [2.04358, 3.42321, -1.52909], [2.90619, 2.12890, -0.66015], [3.12325, 3.84135, -0.16976], [0.85718, 2.35779, 2.44346], [2.47722, 3.07474, 2.18409], [2.13770, 1.42149, 1.61257], [0.93027, -2.98092, 1.00539], [0.67866, -4.39349, 0.47941], [0.58322, -2.85738, 2.47934], [2.35736, -2.53124, 0.75686], [2.58697, -2.56020, -0.31327], [3.03239, -3.21207, 1.29173], [2.52736, -1.51239, 1.12600], [-0.44375, -3.20170, 2.64658], [0.66518, -1.81414, 2.80822], [1.28014, -3.47134, 3.06258], [-0.43852, -4.25760, -0.47668], [0.35339, -5.10287, 1.25074], [1.52732, -4.80969, -0.07642], [-0.67684, 4.23250, -0.24370], [1.12173, 5.20573, 0.14602], [0.24979, 4.58570, 1.59503], [-2.06797, 2.46792, -1.19648], [-1.95619, -2.56100, -1.34099], [-1.67907, -1.26815, -2.03547], [-2.79175, -2.45113, -0.63070], [-2.19009, -3.37358, -2.03566], [-1.83655, -0.04569, -1.29277], [-1.75212, 1.22172, -1.96838], [-2.19545, -0.08872, -0.20700], [-1.24067, 1.25165, -3.26196], [-0.94332, 0.05032, -3.90451], [-0.93000, 2.56077, -3.92850], [-1.16330, -1.19870, -3.32593], [-0.51396, 0.08947, -4.91060], [-0.77128, -2.45479, -4.04610], [-0.44247, -2.20693, -5.06282], [-1.60911, -3.16169, -4.12004], [0.06319, -2.96795, -3.53976], [-1.77656, 3.25824, -3.88414], [-0.68459, 2.38270, -4.98255], [-0.05841, 3.05674, -3.46889], [-2.44347, 3.27570, -1.83495], [-2.80900, 2.27360, -0.40309], [-3.01464, -2.88630, 1.97267], [-3.23044, -1.37852, 2.79121], [-2.58355, -0.24848, 2.37115], [-2.70176, 0.95298, 3.01452], [-1.83636, 2.34740, 2.46707], [-3.56166, 1.06629, 4.15055], [-3.74675, 2.56072, 4.94976], [-4.26441, -0.08023, 4.59678], [-5.31494, 0.03145, 5.93414], [-4.09372, -1.31497, 3.92685], [-4.90608, -2.71264, 4.47474]], "atomic_forces_ev_per_a": [[1.6906, 0.1611, 2.2814], [0.9950, -0.1197, -0.9234], [-1.3454, 2.8426, -1.4441], [-1.3052, -2.8118, -0.9756], [2.0362, -1.8979, 1.0313], [1.3913, 1.7932, 1.5382], [-0.4149, -0.3415, -0.2909], [-0.8680, 0.4003, -0.0672], [0.1800, 0.0085, -0.2447], [0.0823, 0.2003, 0.2850], [0.1296, -0.0907, 0.1550], [-0.1347, 0.1857, -0.0487], [-0.0167, -0.1448, -0.0975], [0.2621, -0.1122, -0.0362], [-0.0185, -0.0670, 0.0866], [-0.1812, 0.2557, 0.0080], [-0.3209, 0.4511, -0.2769], [-0.4578, -0.4596, -0.5725], [-0.1751, -0.0103, 0.1857], [0.3274, -0.1183, -0.1148], [0.0254, 0.1004, 0.1921], [-0.0009, 0.1047, -0.0627], [-0.1050, -0.1964, -0.1375], [0.2449, 0.1227, 0.1020], [-0.0734, -0.1868, -0.1047], [-0.1037, 0.0536, 0.0170], [0.3233, -1.2280, 0.3943], [0.0693, 0.1864, -0.1816], [-0.1907, 0.0925, 0.0843], [0.4329, 1.2592, 0.5596], [-0.1074, -0.2408, 0.1140], [0.0176, -0.0360, -0.2812], [0.3599, 0.2197, 0.1103], [0.2985, -0.3957, 0.1908], [-0.0800, 0.1305, -1.1996], [0.1850, -0.0247, -0.2274], [0.0070, 0.1336, 0.1065], [-1.2445, -0.0098, 1.6148], [-0.1979, -0.0331, -1.2255], [-0.9122, 0.0019, -1.6399], [-0.5608, 0.4863, 1.3036], [0.5290, -0.0933, -1.1826], [0.0654, 0.1151, -0.3188], [-0.4371, -0.4602, 1.2069], [-0.0877, -0.0112, 0.3083], [0.0732, -0.1378, -0.3716], [-0.0596, -0.1437, 0.1742], [0.1875, 0.0879, -0.0249], [-0.2412, 0.1702, -0.1104], [0.1731, -0.0791, -0.0483], [-0.0610, 0.1404, 0.1721], [-0.2393, -0.1537, -0.0537], [0.0104, -0.1222, 0.1610], [0.1639, 0.0507, -0.2161], [-0.1627, -0.7852, -0.2445], [-0.9753, 1.9081, 2.0305], [0.9546, -0.0752, -1.3243], [-1.8777, -1.5670, 1.7212], [0.1714, 0.6985, -0.0848], [0.6200, -1.0491, -1.1939], [-0.2013, 0.6424, 0.5033], [1.0000, -0.0397, -1.2597], [-0.3817, 0.0264, 0.5233], [0.9937, 0.7641, -0.9456], [-0.4609, -0.5513, 0.3704]]}



# 2
{"formula": "C11H27ClNbO4", "method": "the ωB97M-V functional and the def2-TZVPD basis", "total_charge": -1, "largest_force_ev_per_a": 3.111, "gap_ev": 7.10, "symbols": ["C", "C", "O", "C", "Nb", "C", "C", "C", "C", "C", "Cl", "H", "H", "H", "H", "H", "H", "H", "H", "H", "H", "H", "H", "H", "H", "H", "H", "H", "H", "H", "H", "H", "C", "O", "C", "O", "O", "C", "H", "H", "H", "H", "H", "H"], "coordinates": [[3.00452, 1.05853, 0.97963], [1.92311, 2.18394, 0.48440], [0.86689, 1.72085, -0.40848], [0.22661, 0.47379, -0.00670], [-0.93978, 0.51746, 1.94931], [-2.22198, -1.20499, 1.10066], [-3.28462, -0.73138, -0.05387], [-2.39956, 2.12655, 1.22397], [-1.85324, 3.66572, 1.38767], [-2.29283, 4.56347, 0.06056], [-2.71347, 4.45930, 2.85997], [2.54122, 0.21968, 1.69094], [3.83083, 1.62845, 1.61685], [3.60079, 0.53360, 0.08844], [1.53941, 2.81033, 1.42581], [2.55803, 2.98051, -0.14126], [0.93769, -0.48501, -0.03192], [-0.58621, 0.23778, -0.85133], [0.06657, 1.82579, 2.68382], [0.21634, -0.71469, 2.61732], [-1.85653, 0.44246, 3.53284], [-1.55877, -2.06090, 0.62045], [-2.85275, -1.65726, 2.00121], [-4.24335, -0.16584, 0.37568], [-2.79205, 0.00995, -0.84590], [-3.67022, -1.65198, -0.70768], [-3.37012, 2.02673, 1.91031], [-2.76328, 2.00274, 0.11928], [-0.67219, 3.64101, 1.54949], [-1.49554, 4.38961, -0.78827], [-3.35308, 4.26518, -0.35953], [-2.27218, 5.69974, 0.40021], [2.22986, -1.42453, -2.56248], [2.63432, -2.54457, -1.77757], [2.15168, -3.73542, -2.21363], [1.43041, -3.90484, -3.18426], [2.61060, -4.70511, -1.38276], [2.17923, -6.02147, -1.72252], [2.67299, -0.52642, -2.12346], [2.59470, -1.52133, -3.59014], [1.14073, -1.31454, -2.54573], [2.54216, -6.30208, -2.71658], [1.08819, -6.09529, -1.67217], [2.60491, -6.71553, -0.99258]], "atomic_forces_ev_per_a": [[0.4844, -0.1376, 0.5154], [1.6007, 0.9612, 0.0300], [1.3018, -0.1955, 1.0713], [0.0496, -1.8674, -1.0289], [-2.2740, -0.3186, -2.0995], [-1.1947, -1.1598, -0.4261], [-0.4328, 0.0955, -0.9230], [-1.2280, 1.6839, 0.4267], [-0.2987, -0.7346, -1.8491], [0.7571, 0.2860, 0.5942], [0.9128, -0.4602, -0.8609], [0.8624, 1.9282, -1.6802], [-1.7670, -1.1027, -1.2844], [-1.5352, 1.1516, 1.7785], [0.4704, -1.7428, -1.8859], [-1.4596, -1.7356, 1.0852], [-1.0095, 2.0314, -0.2302], [1.5987, 0.6427, 1.6533], [0.4122, 0.1742, 0.4162], [0.3610, -0.0089, 0.5083], [0.2674, -0.2644, 0.4959], [-1.2749, 1.5524, 1.0919], [1.3242, 0.6310, -1.8845], [2.1645, -1.2531, -0.7985], [-0.9809, -1.5423, 1.7088], [0.6760, 1.8488, 1.4541], [1.8813, 0.2058, -1.4823], [0.7130, 0.1395, 1.9103], [-2.8219, 0.5630, -0.1277], [-1.5491, 0.3122, 1.6599], [2.1221, 0.5813, 1.1245], [-0.1102, -2.3156, -0.9854], [-0.1989, 0.5666, -0.3172], [-0.2736, -1.3154, -0.2464], [-0.2624, 0.3692, -0.2869], [1.0349, 0.1131, 1.3253], [-0.2221, 0.6601, -0.5067], [-0.1329, -0.3601, -0.0674], [-0.0555, -0.3493, 0.1570], [-0.1711, -0.1133, 0.1231], [0.2364, -0.0734, -0.0789], [-0.2106, 0.1118, 0.0965], [0.1894, 0.0598, -0.1737], [0.0435, 0.3814, -0.0027]]}